[1]
49
Properties=species:S:1:pos:R:3 method="wB97M-V/def2-TZVPD" multiplicity=5 energy_ha=-1558.14508 fmax_ev_per_a=0.56 s_squared=6.037 homo_lumo_gap_ev="8.4 / 6.7" lumo_energy_ev="-2.695 / -4.550" charge=+1 homo_energy_ev="-11.1 / -11.2"
Ru 0.154 -0.057 -0.040
C 3.047 -1.299 0.264
N 1.951 -0.450 0.773
C 2.191 0.206 1.899
C 1.233 1.065 2.415
C 1.164 1.904 3.535
C -0.054 2.566 3.449
C -0.676 2.106 2.279
N 0.083 1.197 1.655
C 4.227 -0.506 -0.241
C 4.058 0.704 -0.913
C 5.155 1.389 -1.413
C 6.436 0.873 -1.255
C 6.611 -0.327 -0.585
C 5.512 -1.009 -0.077
H 2.632 -1.910 -0.534
H 3.365 -1.984 1.052
H 3.146 0.058 2.396
H 1.914 2.008 4.304
H -0.453 3.298 4.132
H -1.627 2.423 1.871
H 3.064 1.127 -1.021
H 5.017 2.339 -1.915
H 7.292 1.411 -1.641
H 7.606 -0.731 -0.446
H 5.658 -1.943 0.455
S 0.303 -1.537 -1.609
N 0.395 1.733 -1.545
C 0.768 2.044 -2.595
N 1.186 2.395 -3.792
C 0.639 3.625 -4.412
C 1.578 4.783 -4.149
O 2.886 4.473 -4.592
C 3.423 3.373 -3.880
C 2.605 2.127 -4.129
H -0.358 3.808 -4.015
H 0.559 3.428 -5.481
H 1.595 5.021 -3.077
H 1.253 5.668 -4.693
H 3.445 3.603 -2.806
H 4.446 3.231 -4.224
H 2.954 1.280 -3.540
H 2.630 1.853 -5.184
N -2.151 -0.796 0.735
N -2.007 0.138 -0.359
H -2.909 -1.451 0.575
H -2.306 -0.279 1.591
H -2.576 0.972 -0.250
H -2.269 -0.327 -1.221

***

[2]
53
Properties=species:S:1:pos:R:3 method="wB97M-V/def2-TZVPD" energy_ha=-1491.15882 fmax_ev_per_a=1.78 homo_lumo_gap_ev=9.3 lumo_energy_ev=-2.766 charge=+1 smiles=CC(C)CCn1nnnc1[C@@H](c1ccc(Cl)cc1)[NH+]1CCN(C)CC1 homo_energy_ev=-12.1
C -2.833 -2.082 1.591
H -2.224 -2.895 1.978
H -3.584 -1.834 2.337
H -2.206 -1.204 1.450
C -3.510 -2.483 0.284
C -4.288 -1.305 -0.302
H -3.651 -0.433 -0.450
H -5.084 -1.016 0.378
H -4.737 -1.574 -1.254
C -2.525 -3.089 -0.727
H -2.053 -3.968 -0.286
H -3.090 -3.415 -1.601
C -1.424 -2.152 -1.223
N -0.332 -2.041 -0.287
C 0.555 -1.032 -0.106
N 1.413 -1.410 0.819
N 1.048 -2.631 1.185
N 0.033 -3.014 0.545
C 0.538 0.262 -0.846
C -0.670 1.094 -0.471
C -1.339 1.821 -1.452
C -2.462 2.560 -1.136
C -2.931 2.580 0.173
C -2.266 1.863 1.162
C -1.143 1.125 0.840
H -0.640 0.564 1.614
H -2.633 1.875 2.175
Cl -4.335 3.483 0.567
H -2.981 3.113 -1.901
H -0.992 1.798 -2.475
H 0.495 0.045 -1.922
N 1.820 1.025 -0.628
H 1.740 1.888 -1.181
C 3.009 0.287 -1.126
C 4.251 1.191 -1.024
N 4.495 1.660 0.313
C 3.326 2.321 0.832
C 2.059 1.450 0.777
H 1.199 2.020 1.129
H 2.177 0.546 1.379
H 3.507 2.611 1.867
H 3.163 3.236 0.251
C 5.101 0.692 1.206
H 5.348 1.192 2.139
H 4.468 -0.174 1.431
H 6.027 0.340 0.757
H 5.121 0.635 -1.377
H 4.121 2.062 -1.677
H 2.843 -0.015 -2.162
H 3.136 -0.600 -0.504
H -1.015 -2.547 -2.160
H -1.818 -1.150 -1.408
H -4.228 -3.277 0.509

***

[3]
15
Properties=species:S:1:pos:R:3 method="wB97M-V/def2-TZVPD" energy_ha=-324.87101 fmax_ev_per_a=4.65 homo_lumo_gap_ev=10.1 lumo_energy_ev=0.578 smiles="C[C@@H](N)C=O.O" homo_energy_ev=-9.5
O -1.000 1.595 0.067
C -0.136 0.854 -0.271
C 0.680 0.134 0.893
C -0.207 -1.013 1.486
N 2.034 -0.348 0.233
H 0.115 0.673 -1.395
H 0.899 0.972 1.472
H 0.200 -1.342 2.625
H -0.232 -1.713 0.623
H -1.212 -0.609 1.668
H 2.115 -0.356 -0.734
H 2.531 -1.086 0.681
H -1.989 -0.033 -2.371
H -1.745 1.469 -2.208
O -2.056 0.802 -2.769

***

[4]
105
Properties=species:S:1:pos:R:3 method="wB97M-V/def2-TZVPD" energy_ha=-2690.80480 fmax_ev_per_a=0.35 homo_lumo_gap_ev=7.9 lumo_energy_ev=-3.050 charge=+1 homo_energy_ev=-10.9
In -0.092 -0.139 0.500
N 1.288 2.024 0.504
C 2.028 2.096 1.727
C 3.157 2.844 1.900
C 3.809 2.882 3.153
C 3.297 2.208 4.223
C 2.132 1.419 4.072
C 1.532 0.701 5.132
C 0.416 -0.048 4.899
C -0.087 -0.138 3.589
N 0.453 0.519 2.583
C 1.526 1.329 2.807
H 1.860 2.283 -0.295
H 0.519 2.698 0.524
H 3.546 3.430 1.076
H 4.702 3.482 3.263
H 3.766 2.271 5.195
H 1.964 0.764 6.123
H -0.074 -0.597 5.691
H -0.936 -0.763 3.347
O -3.019 -2.633 1.532
C -2.276 -1.901 0.925
O -1.928 -0.704 1.329
C -1.624 -2.384 -0.428
O -1.943 -3.449 -0.895
O -0.734 -1.570 -0.937
C -3.897 -0.833 -1.983
C -4.533 0.524 -1.879
C -5.907 0.649 -2.070
C -6.549 1.868 -1.932
C -5.823 2.999 -1.595
C -4.453 2.901 -1.408
C -3.809 1.676 -1.558
Sb -1.694 1.626 -1.369
C -1.154 1.664 -3.430
C -2.149 1.451 -4.378
C -1.838 1.403 -5.730
C -0.527 1.571 -6.139
C 0.468 1.790 -5.196
C 0.172 1.836 -3.840
C 1.267 2.108 -2.845
C -1.412 3.604 -0.592
C -1.441 3.633 0.805
C -1.272 4.816 1.510
C -1.066 5.992 0.806
C -1.064 5.977 -0.580
C -1.249 4.799 -1.303
C -1.313 4.861 -2.805
H -4.434 -1.466 -2.687
H -3.923 -1.341 -1.016
H -2.854 -0.796 -2.311
H -6.480 -0.235 -2.325
H -7.618 1.934 -2.085
H -6.316 3.955 -1.482
H -3.894 3.789 -1.146
H -3.180 1.335 -4.070
H -2.621 1.238 -6.458
H -0.275 1.538 -7.190
H 1.491 1.934 -5.520
H 2.227 2.237 -3.341
H 1.358 1.282 -2.134
H 1.059 3.019 -2.273
H -1.618 2.713 1.363
H -1.311 4.820 2.591
H -0.928 6.926 1.334
H -0.934 6.906 -1.121
H -1.385 5.894 -3.141
H -2.180 4.319 -3.185
H -0.432 4.419 -3.273
C 5.472 -0.781 0.220
C 4.236 -1.363 -0.459
C 4.360 -1.242 -1.979
C 4.045 -2.820 -0.046
N 3.101 -0.573 0.078
N 1.837 -0.882 -0.498
H 6.360 -1.347 -0.059
H 5.361 -0.814 1.303
H 5.633 0.257 -0.082
H 5.259 -1.752 -2.327
H 4.436 -0.195 -2.282
H 3.518 -1.700 -2.501
H 4.948 -3.388 -0.266
H 3.226 -3.297 -0.589
H 3.843 -2.882 1.024
H 3.277 0.410 -0.099
H 1.606 -1.848 -0.271
H 1.816 -0.819 -1.518
N 0.573 -2.400 1.576
C 0.416 -3.551 1.621
N 0.243 -4.835 1.671
C -1.087 -5.453 1.498
C -1.566 -6.004 2.830
C -0.527 -6.938 3.447
C 0.830 -6.247 3.580
C 1.286 -5.703 2.234
H -0.958 -6.257 0.768
H -1.763 -4.716 1.070
H -2.510 -6.527 2.674
H -1.770 -5.170 3.508
H -0.417 -7.825 2.814
H -0.865 -7.288 4.423
H 1.583 -6.937 3.965
H 0.754 -5.418 4.290
H 1.437 -6.520 1.523
H 2.215 -5.138 2.304

***

[5]
10
Properties=species:S:1:pos:R:3 method="wB97M-V/def2-TZVPD" energy_ha=-246.99873 fmax_ev_per_a=5.08 homo_lumo_gap_ev=10.3 lumo_energy_ev=0.719 homo_energy_ev=-9.6
C 0.572 0.942 0.602
C 0.029 -0.566 1.145
C -1.117 -0.507 -0.067
H -0.366 2.068 0.515
H 1.733 1.286 1.064
H -0.469 -0.685 2.481
H 0.856 -1.664 1.020
H -2.234 -0.948 0.032
N -0.489 -0.152 -1.190
O 0.875 0.223 -0.858

***

[6]
33
Properties=species:S:1:pos:R:3 method="wB97M-V/def2-TZVPD" energy_ha=-3646.33513 fmax_ev_per_a=4.57 homo_lumo_gap_ev=5.6 lumo_energy_ev=1.324 charge=-1 homo_energy_ev=-4.3
Rb 2.257 0.097 2.601
As -1.497 2.676 4.769
F -0.481 1.550 5.812
F -1.476 3.926 6.121
F -2.478 3.788 3.770
F -1.463 1.445 3.465
F -3.035 2.003 5.413
F 0.064 3.284 4.049
F 5.927 1.485 3.808
C 2.164 0.574 -2.806
O 0.891 1.214 -2.841
C 0.568 2.110 -1.919
O 1.224 2.479 -0.929
O -0.666 2.511 -2.199
C -1.427 3.339 -1.313
H 2.019 -0.471 -3.079
H 2.618 0.525 -1.817
H 2.887 1.035 -3.479
H -2.319 3.632 -1.867
H -0.944 4.269 -1.012
H -1.768 2.687 -0.509
C 1.670 -4.902 -2.034
O 0.288 -4.663 -1.905
C -0.201 -3.711 -1.125
O 0.520 -2.978 -0.390
O -1.481 -3.561 -1.395
C -2.307 -2.609 -0.803
H 1.680 -5.980 -1.870
H 2.286 -4.250 -1.416
H 2.088 -4.635 -3.005
H -2.239 -1.679 -1.367
H -2.019 -2.283 0.197
H -3.348 -2.908 -0.925